[1]
Formula: C2HFO2V
Source: the OMol25 dataset
Level of theory: ωB97M-V with the def2-TZVPD basis set

The geometry in XYZ format:
```
7
Properties=species:S:1:pos:R:3
O 0.753 0.121 1.107
C 0.001 -1.026 0.279
C -0.199 0.397 0.324
O -0.403 1.083 -0.676
V -0.312 2.771 -1.325
F 0.840 -1.647 -0.512
H -0.680 -1.700 0.803
```

The LUMO energy (spin up / spin down) is -12.30 / -11.78 eV. The spin multiplicity is 4. The HOMO-LUMO gap (spin up / spin down) comes out at 8.84 / 9.35 eV. As for the expectation value of S²: 3.756. Its total charge is +2.

***

[2]
Formula: C3H14NO5
Source: the OMol25 dataset
Level of theory: ωB97M-V with the def2-TZVPD basis set

The geometry in XYZ format:
```
23
Properties=species:S:1:pos:R:3
O -2.998 0.775 0.109
C -2.520 0.690 1.264
C -1.207 -0.096 1.451
C -0.121 0.933 1.956
O 0.573 0.418 3.036
N -0.730 -0.826 0.171
H -2.953 1.213 2.067
H -1.238 -0.950 2.199
H -0.631 1.921 2.208
H 0.606 1.104 1.022
H 1.447 0.728 3.099
H -1.030 -0.359 -0.581
H 0.331 -0.926 0.033
H -1.053 -1.766 0.052
H 2.157 1.367 -2.699
H 3.314 0.869 -1.898
O 2.445 0.560 -2.282
H 2.047 -2.860 0.165
H 1.816 -1.975 -0.904
O 1.434 -2.192 -0.013
H -1.242 0.611 -3.722
H 0.140 0.438 -3.610
O -0.588 0.323 -3.124
```

The energy above the lowest of the compared OMol25 structures with the same formula, charge and spin is 70.81 kcal/mol. The LUMO energy is -3.10 eV. The HOMO-LUMO gap comes out at 11.22 eV. Its total charge is +1.

***

[3]
Formula: C4H7N3O2S2
Source: the OMol25 dataset
Level of theory: ωB97M-V with the def2-TZVPD basis set

The geometry in XYZ format:
```
18
Properties=species:S:1:pos:R:3
C -1.031 0.739 -1.736
C 0.172 1.646 -2.211
S 0.434 1.300 -3.855
C -0.316 3.118 -2.068
O -0.041 3.995 -2.804
H -0.916 -0.408 -2.095
H -1.073 0.771 -0.509
H -1.848 1.268 -2.220
H 1.137 1.449 -1.713
H 1.339 2.483 -4.297
H -0.765 3.453 -1.047
S -0.334 -3.993 1.539
C 0.176 -3.059 2.787
N 0.944 -3.246 3.964
N 0.780 -2.233 4.767
N -0.026 -1.413 4.345
O -0.388 -1.919 3.085
H 1.757 -3.953 4.069
```

The energy above the lowest of the compared OMol25 structures with the same formula, charge and spin is 74.69 kcal/mol. The LUMO energy is 0.31 eV. The HOMO-LUMO gap comes out at 9.30 eV. The SMILES is C[C@@H](S)C=O.S=c1[nH]nno1.

***

[4]
Formula: C33H37N7O7OsP2
Source: the OMol25 dataset
Level of theory: ωB97M-V with the def2-TZVPD basis set

The geometry in XYZ format:
```
87
Properties=species:S:1:pos:R:3
Os -0.393 -1.312 -4.573
C -0.759 2.092 -0.755
C -1.593 2.129 -1.790
C -1.450 2.935 -3.031
C -0.093 3.192 -3.783
C 1.149 2.490 -3.340
C 1.673 2.554 -2.122
C 1.239 3.662 -1.208
C -0.007 3.313 -0.351
C 0.632 -2.789 -3.532
H -0.809 1.311 0.019
H -2.505 1.518 -1.781
H -1.907 3.926 -2.866
H -2.089 2.403 -3.753
H -0.231 2.890 -4.838
H 0.074 4.290 -3.804
H 1.635 1.837 -4.076
H 2.468 1.887 -1.780
H 0.991 4.553 -1.814
H 2.064 3.926 -0.530
H 0.304 3.247 0.706
H -0.690 4.185 -0.418
H 0.017 -2.809 -2.611
H 1.674 -2.570 -3.236
H 0.567 -3.739 -4.109
P 1.386 -1.040 -5.803
P -2.137 -0.359 -5.525
N 2.710 0.029 -5.807
N 2.115 -2.419 -6.728
N -2.285 1.144 -6.593
N -3.657 -1.043 -6.183
C 0.268 -0.503 -7.129
C -0.947 -1.302 -6.654
C 4.000 -0.416 -5.458
C 4.913 0.316 -6.186
C 4.191 1.250 -6.993
C 2.848 1.081 -6.733
C 2.781 -3.451 -6.074
C 3.198 -4.387 -7.023
C 2.756 -3.919 -8.301
C 2.091 -2.718 -8.091
C -2.685 2.414 -6.192
C -2.519 3.294 -7.253
C -2.044 2.531 -8.359
C -1.971 1.217 -7.944
C -4.536 -0.365 -7.038
C -5.207 -1.286 -7.830
C -4.797 -2.593 -7.388
C -3.846 -2.411 -6.396
H 0.597 -0.799 -8.124
H 0.087 0.575 -7.120
H -1.486 -1.895 -7.390
H -0.502 -2.293 -5.938
H 4.102 -1.183 -4.704
H 5.981 0.179 -6.152
H 4.603 1.950 -7.700
H 1.967 1.600 -7.088
H 2.863 -3.439 -5.000
H 3.754 -5.285 -6.806
H 2.908 -4.393 -9.261
H 1.596 -2.095 -8.816
H -3.170 2.558 -5.230
H -2.710 4.352 -7.216
H -1.784 2.894 -9.343
H -1.685 0.331 -8.497
H -4.588 0.712 -7.025
H -5.897 -1.033 -8.617
H -5.171 -3.535 -7.747
H -3.272 -3.132 -5.827
O -1.849 -0.793 3.692
N -0.744 -0.236 3.508
O -0.176 0.432 4.396
C -0.111 -0.365 2.207
C -0.803 -1.017 1.178
C -0.346 -0.885 -0.137
C 1.075 -0.535 -0.437
O 1.655 -0.761 -1.519
C 1.696 0.175 0.700
C 1.099 0.308 1.946
N 2.934 0.916 0.487
O 3.138 1.884 1.270
O 3.730 0.620 -0.426
N -1.293 -1.027 -1.229
O -2.240 -1.833 -1.112
O -1.111 -0.317 -2.295
H -1.759 -1.513 1.381
H 1.574 0.924 2.714
```

The energy above the lowest of the compared OMol25 structures with the same formula, charge and spin is 137.21 kcal/mol. The LUMO energy (spin up / spin down) is -7.99 / -9.69 eV. The spin multiplicity is 5. The HOMO-LUMO gap (spin up / spin down) comes out at 4.95 / 3.45 eV. As for the expectation value of S²: 6.136. Its total charge is +2.

***

[5]
Formula: C3H13NO4
Source: the OMol25 dataset
Level of theory: ωB97M-V with the def2-TZVPD basis set

The geometry in XYZ format:
```
21
Properties=species:S:1:pos:R:3
N -1.476 -1.863 -0.092
C -1.036 -0.511 -0.465
C 0.532 -0.375 -0.455
O 0.952 -1.160 0.623
C -1.593 -0.100 -1.790
O -0.777 1.053 -2.215
H -1.242 -2.588 -0.765
H -1.058 -2.248 0.744
H -1.552 -0.009 0.378
H 0.780 0.700 -0.410
H 0.748 -0.811 -1.437
H 1.908 -1.240 0.670
H -2.603 0.237 -1.951
H -1.456 -0.835 -2.638
H -0.893 1.157 -3.154
O 0.335 0.483 2.890
H 1.150 -0.022 2.770
H -0.277 0.107 2.251
O 2.410 2.171 0.884
H 1.451 2.098 0.889
H 2.574 2.124 1.839
```

The energy above the lowest of the compared OMol25 structures with the same formula, charge and spin is 56.83 kcal/mol. The LUMO energy is 0.56 eV. The HOMO-LUMO gap comes out at 9.96 eV. The SMILES is NC(CO)CO.O.O.

***

[6]
Formula: C5H11N2
Source: the OMol25 dataset
Level of theory: ωB97M-V with the def2-TZVPD basis set

The geometry in XYZ format:
```
18
Properties=species:S:1:pos:R:3
C 0.203 3.188 -0.363
C -0.231 2.052 -0.764
C -0.725 -1.291 1.641
C -0.835 0.109 -2.170
C 1.623 -1.835 1.183
N 0.576 -1.200 0.879
N -0.292 0.879 -1.044
H 1.288 3.441 -0.688
H -1.538 -0.772 1.157
H -0.918 -2.297 1.797
H -0.556 -0.930 2.621
H -1.897 0.083 -2.022
H -0.396 0.376 -3.184
H -0.639 -0.930 -1.969
H 1.764 -2.279 2.155
H 2.452 -1.938 0.507
H -0.240 3.893 0.198
H 0.360 -0.548 0.066
```

The energy above the lowest of the compared OMol25 structures with the same formula, charge and spin is 74.57 kcal/mol. The LUMO energy is -4.80 eV. The HOMO-LUMO gap comes out at 7.60 eV. Its total charge is +1.

***

[7]
Formula: C36H22BrGaN4OS2
Source: the OMol25 dataset
Level of theory: ωB97M-V with the def2-TZVPD basis set

The geometry in XYZ format:
```
67
Properties=species:S:1:pos:R:3
Ga 1.205 0.441 -0.533
Br -4.260 -3.850 -2.440
C -2.957 -2.549 -1.941
C -2.243 -2.006 -2.933
C -1.222 -0.961 -2.959
C -0.226 -0.695 -2.115
O 0.668 0.312 -2.291
C -0.830 -1.269 0.264
C 0.025 -1.070 1.500
N 1.106 -0.429 1.329
C 2.217 -0.181 2.133
C 2.426 -0.598 3.425
C 3.661 -0.368 4.052
C 4.685 0.245 3.381
C 4.508 0.683 2.047
C 5.525 1.295 1.284
C 5.276 1.688 -0.008
C 4.006 1.487 -0.546
N 3.028 0.916 0.150
C 3.256 0.489 1.430
C -1.631 -2.573 0.288
H -2.491 -2.355 -3.930
H -1.239 -0.336 -3.845
H -0.303 -1.481 2.452
H 1.643 -1.119 3.962
H 3.805 -0.699 5.071
H 5.644 0.397 3.859
H 6.503 1.446 1.725
H 6.042 2.152 -0.611
H 3.768 1.801 -1.554
H -1.859 -2.889 1.307
S -2.220 -5.661 0.467
C -1.653 -7.241 0.201
C -0.452 -7.253 -0.446
C 0.026 -5.958 -0.726
C -0.827 -4.968 -0.297
C -0.678 -3.538 -0.396
C 0.260 -2.843 -1.051
N 0.114 -1.412 -0.889
C -1.838 -0.181 0.018
C -3.057 -0.722 -0.295
C -4.162 0.108 -0.564
C -3.995 1.463 -0.525
C -2.716 2.045 -0.305
C -2.495 3.426 -0.369
C -1.219 3.959 -0.239
C -0.169 3.037 -0.097
N -0.340 1.722 -0.014
C -1.604 1.202 -0.067
C -0.956 5.389 -0.284
C 0.253 6.041 -0.316
C 0.128 7.446 -0.365
C -1.173 7.851 -0.368
S -2.254 6.540 -0.298
C -2.961 -2.224 -0.453
H -2.238 -8.085 0.532
H 0.072 -8.161 -0.709
H 0.974 -5.758 -1.205
H 1.059 -3.205 -1.679
H -5.124 -0.329 -0.799
H -4.831 2.127 -0.707
H -3.336 4.085 -0.548
H 0.856 3.383 -0.051
H 1.212 5.542 -0.320
H 0.963 8.128 -0.399
H -1.555 8.859 -0.398
H -3.800 -2.738 0.010
```

The LUMO energy is -6.92 eV. The HOMO-LUMO gap comes out at 5.85 eV. Its total charge is +2.

***

Record-wise energy values, in eV: -34565.54780, -15057.65773, -34492.47979, -80592.35618, -13000.70096, -8333.88517, -189773.36861